BrHNO3S | the ωB97M-V functional and the def2-TZVPD basis

```
7
Properties=species:S:1:pos:R:3:lowdin_charge:R:1
N -1.33 0.61 0.83 -0.628
O -0.30 1.58 -1.95 -0.400
O 1.02 2.28 0.05 -0.397
O -1.02 3.43 -0.52 -0.370
S -0.26 2.21 -0.66 0.458
Br -2.00 -0.56 -0.40 0.426
H -0.33 0.49 0.99 -0.089
```

DFT total energy   -88526.1671 eV
Multiplicity   1
Maximum force   0.0710 Eh/bohr
LUMO energy (alpha / beta)   0.130 / 0.130 hartree
ΔE to the lowest compared entry with this formula, charge and spin   31.17 kcal/mol
Net charge   -1

---

BrHS2 | the ωB97M-V functional and the def2-TZVPD basis

```
4
Properties=species:S:1:pos:R:3:mulliken_spin:R:1
S -1.65 0.52 -0.85 1.008
S 1.56 -1.33 0.10 0.851
Br 2.24 0.64 0.41 0.163
H -2.15 0.18 0.35 -0.021
```

DFT total energy   -91726.5129 eV
Multiplicity   3
Maximum force   0.0057 Eh/bohr
LUMO energy (alpha / beta)   -0.007 / -0.097 hartree
Expectation value of S²   2.01
Net charge   0

---

BrNO3 | the ωB97M-V functional and the def2-TZVPD basis

```
5
Properties=species:S:1:pos:R:3:lowdin_charge:R:1
N -1.32 -0.54 0.07 -0.203
O -1.81 0.36 -0.55 0.104
O -0.25 -0.98 0.31 -0.204
O 1.62 1.39 0.15 -0.799
Br 1.76 -0.22 0.03 1.101
```

DFT total energy   -77666.7181 eV
Multiplicity   1
Maximum force   0.1029 Eh/bohr
LUMO energy   -0.093 hartree
ΔE to the lowest compared entry with this formula, charge and spin   61.96 kcal/mol
Net charge   0

---

BrNaPt | the ωB97M-V functional and the def2-TZVPD basis

```
3
Properties=species:S:1:pos:R:3:mulliken_spin:R:1
Na -2.13 1.39 0.26 0.000
Pt 1.60 -1.88 0.08 1.185
Br 0.54 0.49 -0.33 0.815
```

DFT total energy   -77684.1447 eV
Multiplicity   3
Maximum force   0.0468 Eh/bohr
LUMO energy (alpha / beta)   -0.418 / -0.510 hartree
ΔE to the lowest compared entry with this formula, charge and spin   4.28 kcal/mol
Expectation value of S²   2.01
Net charge   +2

---

BrO5S2 | the ωB97M-V functional and the def2-TZVPD basis

```
8
Properties=species:S:1:pos:R:3:lowdin_charge:R:1
O 1.09 1.35 1.37 -0.329
S 1.16 0.71 0.07 0.400
O 2.03 -0.40 -0.13 -0.318
O 0.86 1.42 -1.13 -0.328
S -0.81 -0.65 0.02 0.242
O -0.85 -1.51 1.18 -0.461
O -0.70 -1.32 -1.31 -0.487
Br -2.77 0.41 -0.07 0.281
```

DFT total energy   -101952.1363 eV
Multiplicity   1
Maximum force   0.0760 Eh/bohr
Structure (SMILES)   O=S(=O)([O-])S(=O)(=O)Br
LUMO energy   0.107 hartree
ΔE to the lowest compared entry with this formula, charge and spin   0.00 kcal/mol
Net charge   -1

---

C10ClCrF14O5S | the ωB97M-V functional and the def2-TZVPD basis

```
32
Properties=species:S:1:pos:R:3:mulliken_spin:R:1
Cr 0.38 1.75 -0.36 3.003
O 0.23 4.35 -2.13 0.307
Cl -0.51 3.40 -2.97 0.408
O -0.13 3.38 -4.38 0.308
O -1.54 2.12 -0.40 0.023
O 1.06 1.10 -1.66 -0.045
F -0.69 -3.95 -2.40 0.000
C -1.14 -2.72 -2.18 0.001
C -0.86 -1.71 -3.08 -0.004
F -0.14 -1.98 -4.17 0.001
C -1.34 -0.43 -2.85 -0.016
F -1.08 0.50 -3.76 0.001
C -2.11 -0.14 -1.72 0.029
S -2.67 1.52 -1.40 0.004
C -2.38 -1.18 -0.84 -0.007
F -3.09 -0.97 0.26 -0.004
C -1.91 -2.46 -1.06 0.001
F -2.17 -3.44 -0.20 0.000
F -0.80 -0.29 3.17 0.000
C 0.18 -0.69 2.36 0.015
F -0.36 -0.92 1.16 -0.001
F 0.64 -1.86 2.83 0.001
C 1.29 0.41 2.24 -0.039
O 0.88 1.42 1.47 0.005
C 2.59 -0.25 1.66 0.007
F 2.29 -1.08 0.66 0.000
F 3.41 0.67 1.19 0.001
F 3.27 -0.96 2.58 0.000
C 1.60 0.97 3.66 0.003
F 0.66 1.82 4.06 0.000
F 2.76 1.63 3.67 -0.001
F 1.68 0.00 4.60 0.000
```

DFT total energy   -110428.7397 eV
Multiplicity   5
Maximum force   0.0190 Eh/bohr
LUMO energy (alpha / beta)   0.098 / 0.040 hartree
Expectation value of S²   6.06
Net charge   -1